Record 1
Entry from the Open Molecules 2025 dataset: the molecule C3H2F2N2 (ωB97M-V with the def2-TZVPD basis set).

Summary:
SMILES: Fc1nccn1F
Energy relative to the best compared isomer or geometry (same formula, charge and spin) (eV): 3.253
Total energy (a.u.): -424.6202
Charge: 0
Frontier orbital gap (eV): 9.924

XYZ file:
```
9
C3H2F2N2 (ωB97M-V with the def2-TZVPD basis set)
F -1.65 0.69 1.75
C -1.03 0.25 0.70
N -1.38 -0.18 -0.42
C -0.23 -0.44 -1.17
C 0.91 -0.09 -0.52
N 0.60 0.44 0.74
F 1.32 0.33 1.86
H -0.51 -0.85 -2.08
H 1.97 -0.15 -0.88
```

Atomic partial charges in e from the Löwdin method, atoms 1 to 5: atom 1 (F): 0.16, atom 2 (C): -0.29, atom 3 (N): 0.12, atom 4 (C): -0.13, atom 5 (C): -0.08

=====

Record 2
Entry from the Open Molecules 2025 dataset: a 2-piece molecular cluster, C3H2F2O overall (ωB97M-V with the def2-TZVPD basis set).

Summary:
Energy relative to the best compared isomer or geometry (same formula, charge and spin) (eV): 5.163
Total energy (a.u.): -390.2709
Charge: 0
Frontier orbital gap (alpha / beta) (eV): 10.964 / 5.220

XYZ file:
```
8
C3H2F2O (ωB97M-V with the def2-TZVPD basis set)
C -1.01 -1.71 1.73
C -1.20 -0.61 1.21
C 0.95 1.06 -1.46
O -1.20 0.34 0.48
F 1.47 2.24 -1.27
F 1.63 0.06 -0.99
H -0.70 -2.51 2.49
H 0.06 1.12 -2.18
```

Atomic partial charges in e from the Löwdin method, atoms 1 to 5: atom 1 (C): 0.15, atom 2 (C): -0.35, atom 3 (C): -0.29, atom 4 (O): 0.09, atom 5 (F): 0.07

=====

Record 3
Entry from the Open Molecules 2025 dataset: C3H2F2O2 as an isolated structure (ωB97M-V with the def2-TZVPD basis set).

Summary:
Energy relative to the best compared isomer or geometry (same formula, charge and spin) (eV): 1.040
Total energy (a.u.): -465.6885
Charge: 0
Frontier orbital gap (eV): 11.917

XYZ file:
```
9
C3H2F2O2 (ωB97M-V with the def2-TZVPD basis set)
C -1.78 -0.28 -0.06
C -0.33 -0.59 -0.46
C -0.07 0.58 0.61
O -2.83 -0.74 -0.32
O -1.47 0.73 0.77
F 0.18 -1.76 -0.12
F 0.48 1.72 -0.04
H -0.26 -0.46 -1.47
H 0.58 0.36 1.50
```

Atomic partial charges in e from the Löwdin method, atoms 1 to 5: atom 1 (C): -0.42, atom 2 (C): -0.15, atom 3 (C): -0.17, atom 4 (O): 0.20, atom 5 (O): 0.14

=====

Record 4
Entry from the Open Molecules 2025 dataset: C3H2F3NO as an isolated structure (ωB97M-V with the def2-TZVPD basis set).

Summary:
Energy relative to the best compared isomer or geometry (same formula, charge and spin) (eV): 1.438
Total energy (a.u.): -545.0642
Charge: 0
Frontier orbital gap (eV): 11.592

XYZ file:
```
10
C3H2F3NO (ωB97M-V with the def2-TZVPD basis set)
C -0.99 -0.95 0.10
C 1.14 -0.26 -0.09
C -0.23 1.07 0.00
N -1.31 0.27 -0.10
O 0.26 -1.37 0.19
F -1.92 -1.85 0.15
F -0.21 1.75 1.18
F -0.15 2.01 -1.00
H 1.59 -0.38 -1.07
H 1.80 -0.29 0.64
```

Atomic partial charges in e from the Löwdin method, atoms 1 to 5: atom 1 (C): -0.44, atom 2 (C): 0.08, atom 3 (C): -0.46, atom 4 (N): 0.22, atom 5 (O): 0.05

=====

Record 5
Entry from the Open Molecules 2025 dataset: C3H2FKO2 as an isolated structure (ωB97M-V with the def2-TZVPD basis set).

Summary:
Energy relative to the best compared isomer or geometry (same formula, charge and spin) (eV): 4.016
Total energy (a.u.): -965.3847
Charge: +1
2S+1: 2
Frontier orbital gap (alpha / beta) (eV): 10.002 / 5.685
Expectation value of S²: 0.75

XYZ file:
```
9
C3H2FKO2 (ωB97M-V with the def2-TZVPD basis set)
H 2.36 -0.12 1.01
O 0.29 0.26 0.86
O -0.02 -0.37 -1.17
C 1.53 0.01 0.32
C 1.32 -0.45 -0.93
C -0.65 0.08 -0.04
H 2.05 0.02 -1.65
F -3.31 1.67 1.26
K -3.57 -1.10 0.33
```

Atomic partial charges in e from the Löwdin method, atoms 1 to 5: atom 1 (H): 0.15, atom 2 (O): 0.01, atom 3 (O): -0.01, atom 4 (C): -0.03, atom 5 (C): -0.09

=====

Record 6
Entry from the Open Molecules 2025 dataset: C3H2FLiO3Tl as an isolated structure (ωB97M-V with the def2-TZVPD basis set).

Summary:
Energy relative to the best compared isomer or geometry (same formula, charge and spin) (eV): 0.000
Total energy (a.u.): -620.4721
Charge: +2
2S+1: 2
Frontier orbital gap (alpha / beta) (eV): 10.648 / 6.506
Expectation value of S²: 0.76

XYZ file:
```
11
C3H2FLiO3Tl (ωB97M-V with the def2-TZVPD basis set)
O 0.81 -1.78 -0.60
C 1.52 -1.06 0.04
C -0.51 0.82 -0.01
O 0.54 0.43 0.67
O 2.64 -0.67 0.23
C -1.78 0.39 0.07
Li -1.06 -1.91 -0.97
F -0.15 1.59 -1.05
H -2.52 0.78 -0.62
H -2.07 -0.20 0.94
Tl 2.58 1.63 1.28
```

Atomic partial charges in e from the Löwdin method, atoms 1 to 5: atom 1 (O): 0.11, atom 2 (C): -0.42, atom 3 (C): -0.41, atom 4 (O): -0.19, atom 5 (O): 0.05

=====

Record 7
Entry from the Open Molecules 2025 dataset: the molecule C3H2FN3S (ωB97M-V with the def2-TZVPD basis set).

Summary:
SMILES: Fc1cnc(=S)[nH]n1
Energy relative to the best compared isomer or geometry (same formula, charge and spin) (eV): 0.574
Total energy (a.u.): -777.7638
Charge: 0
Frontier orbital gap (eV): 7.354

XYZ file:
```
10
C3H2FN3S (ωB97M-V with the def2-TZVPD basis set)
F 2.61 -0.07 -0.10
C 1.34 -0.02 -0.13
C 0.59 1.15 0.00
N -0.66 1.19 0.13
C -1.30 -0.01 0.14
S -2.93 -0.07 -0.14
N -0.50 -1.15 0.16
N 0.84 -1.29 -0.06
H 1.10 2.19 -0.13
H -1.08 -1.92 0.12
```

Atomic partial charges in e from the Löwdin method, atoms 1 to 5: atom 1 (F): 0.15, atom 2 (C): -0.35, atom 3 (C): -0.08, atom 4 (N): 0.08, atom 5 (C): -0.88

=====

Record 8
Entry from the Open Molecules 2025 dataset: C3H2FO2Tl as an isolated structure (ωB97M-V with the def2-TZVPD basis set).

Summary:
Energy relative to the best compared isomer or geometry (same formula, charge and spin) (eV): 3.662
Total energy (a.u.): -538.1845
Charge: 0
Frontier orbital gap (eV): 8.075

XYZ file:
```
9
C3H2FO2Tl (ωB97M-V with the def2-TZVPD basis set)
O 0.22 -1.01 0.79
C -1.25 -0.65 1.26
C 0.69 0.04 -0.03
O -1.77 -0.11 0.25
C -0.44 0.21 -0.94
F 0.79 1.34 0.60
H -0.48 -0.58 -1.69
H -0.61 1.22 -1.31
Tl 2.85 -0.44 1.05
```

Atomic partial charges in e from the Löwdin method, atoms 1 to 5: atom 1 (O): -0.33, atom 2 (C): -0.01, atom 3 (C): -0.65, atom 4 (O): -0.06, atom 5 (C): 0.04

=====

What is the formula in the first record? C3H2F2N2